No. 1
Density functional theory data (ωB97M-V/def2-TZVPD) for a single C2H3FNP molecule in a non-equilibrium geometry.

Properties
Multiplicity   1
LUMO level   0.00241 Eh
SMILES   C=C1NP1F
HOMO level   -8.86 eV
Energy above the lowest of the compared OMol25 structures with the same formula, charge and spin   15.0 kcal/mol
Strongest force on any atom   0.0848 Eh/bohr

Positions of all 8 atoms, in Å:
C (0.242, -0.132, 0.054)
C (1.267, -0.600, -0.703)
N (-0.920, 0.624, -0.132)
F (-2.117, -0.635, 1.694)
P (-0.945, 0.565, 1.622)
H (1.273, -0.542, -1.839)
H (2.141, -0.897, -0.292)
H (-0.942, 1.616, -0.404)

=====

No. 2
Density functional theory data (ωB97M-V/def2-TZVPD) for a single C2H3FNP molecule in a non-equilibrium geometry.

Properties
Multiplicity   1
LUMO level (alpha / beta)   0.00895 / 0.00905 Eh
HOMO level (alpha / beta)   -6.83 / -6.84 eV
Energy above the lowest of the compared OMol25 structures with the same formula, charge and spin   33.0 kcal/mol
Strongest force on any atom   0.0765 Eh/bohr

Positions of all 8 atoms, in Å:
C (-0.735, 0.253, -0.014)
C (-0.032, -0.935, 0.143)
N (-1.462, 1.238, -0.154)
F (2.256, 0.561, 0.722)
P (1.700, -0.276, -0.511)
H (-0.074, -1.502, 1.147)
H (-0.347, -1.460, -0.676)
H (-1.305, 2.122, -0.657)

=====

No. 3
Density functional theory data (ωB97M-V/def2-TZVPD) for 2 unconnected molecules or ions with the total composition C2H3FNP in a non-equilibrium geometry.

Properties
Multiplicity   3
LUMO level (alpha / beta)   0.00873 / -0.05590 Eh
HOMO level (alpha / beta)   -8.79 / -8.87 eV
Energy above the lowest of the compared OMol25 structures with the same formula, charge and spin   5.1 kcal/mol
<S²>   2.003
Strongest force on any atom   0.0426 Eh/bohr

Positions of all 8 atoms, in Å:
C (-0.747, -0.227, 0.061)
C (-1.859, -0.071, -0.615)
N (0.234, -0.640, 0.680)
F (3.058, 0.051, 0.045)
P (2.827, 1.517, 0.874)
H (-1.779, -0.499, -1.637)
H (-2.864, 0.060, -0.165)
H (1.130, -0.191, 0.756)

=====

No. 4
Density functional theory data (ωB97M-V/def2-TZVPD) for a single C2H3FO molecule in a non-equilibrium geometry.

Properties
Multiplicity   1
LUMO level   0.04106 Eh
SMILES   F[C@@H]1CO1
HOMO level   -11.39 eV
Energy above the lowest of the compared OMol25 structures with the same formula, charge and spin   50.6 kcal/mol
Strongest force on any atom   0.0601 Eh/bohr

Positions of all 7 atoms, in Å:
C (-0.649, -0.001, 0.412)
C (0.510, -0.034, -0.486)
O (-0.024, -1.261, -0.016)
F (1.666, 0.480, 0.165)
H (-0.458, 0.382, 1.461)
H (-1.553, 0.124, -0.037)
H (0.508, 0.311, -1.499)

=====

No. 5
Density functional theory data (ωB97M-V/def2-TZVPD) for a single C2H3FO2 molecule in a non-equilibrium geometry.

Properties
Multiplicity   1
LUMO level   0.03471 Eh
SMILES   CC1(F)OO1
HOMO level   -10.79 eV
Energy above the lowest of the compared OMol25 structures with the same formula, charge and spin   83.2 kcal/mol
Strongest force on any atom   0.0573 Eh/bohr

Positions of all 8 atoms, in Å:
C (-0.637, -0.033, 0.086)
C (0.842, -0.069, 0.004)
O (-1.341, 0.813, -0.681)
O (-1.525, 0.812, 0.722)
F (-0.943, -1.331, 0.100)
H (1.220, -0.951, 0.570)
H (1.148, 0.969, 0.233)
H (1.235, -0.209, -1.034)

=====

No. 6
Density functional theory data (ωB97M-V/def2-TZVPD) for 2 unconnected molecules or ions with the total composition C2H3FO2 in a non-equilibrium geometry.

Properties
Multiplicity   1
LUMO level   0.02538 Eh
SMILES   C=C=O.OF
HOMO level   -9.83 eV
Energy above the lowest of the compared OMol25 structures with the same formula, charge and spin   108.3 kcal/mol
Strongest force on any atom   0.0367 Eh/bohr

Positions of all 8 atoms, in Å:
C (-1.397, 0.544, -0.005)
C (-0.915, -0.635, 0.207)
O (-1.782, 1.619, -0.211)
O (1.569, 0.252, 0.166)
F (2.821, 0.692, -0.278)
H (1.215, -0.198, -0.623)
H (-0.167, -0.760, 0.972)
H (-1.344, -1.515, -0.227)

=====

No. 7
Density functional theory data (ωB97M-V/def2-TZVPD) for a single C2H3FO2S molecule in a non-equilibrium geometry.

Properties
Multiplicity   1
LUMO level   0.02186 Eh
SMILES   O=S1(=O)C[C@@H]1F
HOMO level   -10.39 eV
Energy above the lowest of the compared OMol25 structures with the same formula, charge and spin   76.1 kcal/mol
Strongest force on any atom   0.1042 Eh/bohr

Positions of all 9 atoms, in Å:
C (0.311, -0.484, -0.771)
C (-0.451, -0.580, 0.523)
O (1.526, 1.358, 0.872)
O (-0.629, 2.007, -0.159)
F (-1.834, -0.577, 0.331)
S (0.284, 0.983, 0.225)
H (1.330, -0.823, -0.893)
H (-0.393, -0.602, -1.726)
H (-0.145, -1.282, 1.598)

=====

No. 8
Density functional theory data (ωB97M-V/def2-TZVPD) for a molecular structure, C2H3FO2Sm in a non-equilibrium geometry.

Properties
Multiplicity   6
LUMO level (alpha / beta)   -0.73608 / -0.56175 Eh
Total charge   +3
HOMO level (alpha / beta)   -25.23 / -26.03 eV
Energy above the lowest of the compared OMol25 structures with the same formula, charge and spin   30.5 kcal/mol
<S²>   9.142
Strongest force on any atom   0.0904 Eh/bohr

Positions of all 9 atoms, in Å:
F (0.614, 0.523, -3.529)
H (0.369, -0.859, -3.111)
O (-0.914, -0.971, -3.102)
C (-1.120, 0.277, -3.535)
C (-1.920, 1.049, -2.484)
O (-2.567, 0.400, -1.685)
Sm (-2.650, -2.144, -1.541)
H (-1.296, 0.501, -4.596)
H (-1.949, 2.148, -2.522)

=====

No. 9
Density functional theory data (ωB97M-V/def2-TZVPD) for a molecular structure, C2H3FeO in a non-equilibrium geometry.

Properties
Multiplicity   6
LUMO level (alpha / beta)   -0.44106 / -0.52668 Eh
Total charge   +2
HOMO level (alpha / beta)   -21.45 / -21.72 eV
Energy above the lowest of the compared OMol25 structures with the same formula, charge and spin   12.5 kcal/mol
<S²>   8.767
Strongest force on any atom   0.1103 Eh/bohr

Positions of all 7 atoms, in Å:
O (1.186, 0.086, -1.808)
C (1.062, 0.142, -0.671)
C (0.591, 0.071, 0.583)
H (0.378, 1.051, 1.027)
H (-2.579, 0.162, -0.818)
H (1.072, -0.711, 1.184)
Fe (-1.709, -0.801, 0.503)

=====

No. 10
Density functional theory data (ωB97M-V/def2-TZVPD) for a molecular structure, C2H3GaLiO2 in a non-equilibrium geometry.

Properties
Multiplicity   2
LUMO level (alpha / beta)   -0.46785 / -0.45832 Eh
Total charge   +2
HOMO level (alpha / beta)   -18.75 / -21.00 eV
Energy above the lowest of the compared OMol25 structures with the same formula, charge and spin   28.5 kcal/mol
<S²>   0.789
Strongest force on any atom   0.0635 Eh/bohr

Positions of all 9 atoms, in Å:
H (-1.274, -2.918, -1.492)
O (1.184, 0.357, 0.484)
C (0.511, 1.149, -0.254)
C (-0.773, 0.656, -0.640)
O (-1.099, -0.499, -0.153)
Li (0.333, -0.447, 1.984)
Ga (-0.089, -1.888, -0.612)
H (0.827, 2.170, -0.504)
H (-1.178, 0.934, -1.621)

=====

No. 11
Density functional theory data (ωB97M-V/def2-TZVPD) for a single C2H3I2NO molecule in a non-equilibrium geometry.

Properties
Multiplicity   1
LUMO level   -0.07072 Eh
SMILES   CON=C(I)I
HOMO level   -9.34 eV
Energy above the lowest of the compared OMol25 structures with the same formula, charge and spin   98.6 kcal/mol
Strongest force on any atom   0.0872 Eh/bohr

Positions of all 9 atoms, in Å:
C (-3.649, 0.319, 0.093)
C (-0.265, 0.156, -0.256)
N (-2.500, 0.028, 0.116)
O (-1.398, 0.805, 0.261)
I (-4.945, -1.944, 0.021)
I (-4.648, 2.175, -0.005)
H (0.588, 0.569, 0.454)
H (0.014, 0.355, -1.233)
H (-0.642, -0.917, -0.141)

=====

No. 12
Density functional theory data (ωB97M-V/def2-TZVPD) for a molecular structure, C2H3I3O in a non-equilibrium geometry.

Properties
Multiplicity   1
LUMO level   -0.02301 Eh
HOMO level   -9.56 eV
Energy above the lowest of the compared OMol25 structures with the same formula, charge and spin   0.9 kcal/mol
Strongest force on any atom   0.0564 Eh/bohr

Positions of all 9 atoms, in Å:
C (-0.306, 0.262, -0.106)
C (0.678, -0.682, -0.694)
O (-0.138, 0.387, 1.310)
I (-2.329, -0.326, -0.470)
I (0.758, -2.714, 0.006)
I (2.555, 0.437, -0.345)
H (-0.340, 1.269, -0.427)
H (0.685, -0.850, -1.776)
H (0.551, -0.240, 1.616)

=====

No. 13
Density functional theory data (ωB97M-V/def2-TZVPD) for 2 unconnected molecules or ions with the total composition C2H3I3O in a non-equilibrium geometry.

Properties
Multiplicity   1
LUMO level   -0.09507 Eh
SMILES   C=C(O)I.II
HOMO level   -8.92 eV
Energy above the lowest of the compared OMol25 structures with the same formula, charge and spin   16.0 kcal/mol
Strongest force on any atom   0.0813 Eh/bohr

Positions of all 9 atoms, in Å:
C (0.151, 1.157, 0.487)
C (0.698, -0.062, 0.646)
O (-0.010, -0.978, 1.258)
I (-0.961, 0.225, -3.292)
I (-2.308, -0.930, -0.964)
I (2.222, -0.851, -0.649)
H (-0.728, 1.234, 1.053)
H (0.438, 2.004, 0.040)
H (0.498, -1.800, 1.421)

=====

No. 14
Density functional theory data (ωB97M-V/def2-TZVPD) for a gas-phase ion, C2H3IN (charge +1) in a non-equilibrium geometry.

Properties
Multiplicity   1
LUMO level   -0.23870 Eh
Total charge   +1
SMILES   C=[N+]=CI
HOMO level   -14.90 eV
Energy above the lowest of the compared OMol25 structures with the same formula, charge and spin   21.1 kcal/mol
Strongest force on any atom   0.1598 Eh/bohr

Positions of all 7 atoms, in Å:
C (-1.359, -0.615, 0.014)
C (0.982, 0.638, -0.057)
N (-0.176, 0.098, -0.081)
I (2.901, -0.134, -0.018)
H (-2.000, -0.685, -0.857)
H (-1.468, -1.041, 0.937)
H (1.120, 1.738, 0.062)

=====

No. 15
Density functional theory data (ωB97M-V/def2-TZVPD) for a single C2H3IN2 molecule in a non-equilibrium geometry.

Properties
Multiplicity   1
LUMO level (alpha / beta)   -0.04730 / -0.03829 Eh
SMILES   CC1=NN1I
HOMO level (alpha / beta)   -9.17 / -9.06 eV
Energy above the lowest of the compared OMol25 structures with the same formula, charge and spin   49.5 kcal/mol
Strongest force on any atom   0.0533 Eh/bohr

Positions of all 8 atoms, in Å:
C (-0.035, -0.696, 0.089)
C (-0.864, 0.452, 0.017)
N (0.332, -1.846, -0.328)
N (1.229, -0.948, 0.518)
I (2.578, 0.778, -0.357)
H (-0.271, 1.248, 0.467)
H (-1.818, 0.414, 0.635)
H (-1.152, 0.597, -1.041)

=====

No. 16
Density functional theory data (ωB97M-V/def2-TZVPD) for 2 unconnected molecules or ions with the total composition C2H3IN2O2 in a non-equilibrium geometry.

Properties
Multiplicity   1
LUMO level   0.01894 Eh
SMILES   O=N/N=C1/CO1.I
HOMO level   -8.97 eV
Energy above the lowest of the compared OMol25 structures with the same formula, charge and spin   143.9 kcal/mol
Strongest force on any atom   0.0884 Eh/bohr

Positions of all 10 atoms, in Å:
C (-0.733, -1.919, -0.089)
C (-0.620, -0.509, -0.354)
N (-0.647, 1.783, 0.367)
N (-0.296, 0.610, 0.002)
O (0.046, 2.742, 0.444)
O (-1.127, -1.190, -1.353)
I (2.909, 1.119, 0.152)
H (0.028, -2.632, -0.238)
H (-1.532, -2.150, 0.461)
H (1.973, 2.146, 0.608)

=====

No. 17
Density functional theory data (ωB97M-V/def2-TZVPD) for a molecular structure, C2H3IN3S in a non-equilibrium geometry.

Properties
Multiplicity   1
LUMO level   -0.24214 Eh
Total charge   +1
HOMO level   -14.22 eV
Energy above the lowest of the compared OMol25 structures with the same formula, charge and spin   57.8 kcal/mol
Strongest force on any atom   0.0510 Eh/bohr

Positions of all 10 atoms, in Å:
C (1.083, -0.929, -1.544)
C (0.345, -2.261, 0.240)
N (1.641, -2.103, -1.838)
N (0.427, -1.071, -0.375)
N (-0.370, -0.083, 0.124)
S (1.299, -3.297, -0.700)
I (2.847, -2.846, -3.549)
H (0.978, 0.078, -2.084)
H (-0.836, -0.406, 0.985)
H (0.173, 0.643, 0.512)

=====

No. 18
Density functional theory data (ωB97M-V/def2-TZVPD) for a molecular structure, C2H3IN4 in a non-equilibrium geometry.

Properties
Multiplicity   1
LUMO level   -0.06976 Eh
HOMO level   -9.45 eV
Energy above the lowest of the compared OMol25 structures with the same formula, charge and spin   91.8 kcal/mol
Strongest force on any atom   0.0967 Eh/bohr

Positions of all 10 atoms, in Å:
C (-0.995, -0.504, -0.980)
C (1.188, -0.374, 0.279)
N (-2.183, -0.737, -0.552)
N (-2.023, -1.204, 0.637)
N (-0.810, -1.222, 1.035)
N (-0.072, -0.670, 0.096)
I (2.338, -0.215, -1.436)
H (-0.857, 0.036, -1.884)
H (1.482, 2.771, 1.477)
H (1.932, 2.119, 1.330)

=====

No. 19
Density functional theory data (ωB97M-V/def2-TZVPD) for a gas-phase ion, C2H3IN4 (charge +2) in a non-equilibrium geometry.

Properties
Multiplicity   1
LUMO level   -0.36941 Eh
Total charge   +2
SMILES   [NH+]#CN(I)N=C=[NH2+]
HOMO level   -18.37 eV
Energy above the lowest of the compared OMol25 structures with the same formula, charge and spin   35.0 kcal/mol
Strongest force on any atom   0.0581 Eh/bohr

Positions of all 10 atoms, in Å:
C (-0.177, 1.146, -0.004)
C (0.113, -1.634, -0.080)
N (-0.973, 0.288, 0.019)
N (-1.082, -1.058, -0.101)
N (1.244, -1.916, -0.136)
N (0.430, 2.197, 0.299)
I (-3.015, -1.896, -0.339)
H (2.181, -2.102, -0.466)
H (0.401, 2.884, -0.434)
H (0.879, 2.090, 1.243)

=====

No. 20
Density functional theory data (ωB97M-V/def2-TZVPD) for a molecular structure, C2H3IN4O in a non-equilibrium geometry.

Properties
Multiplicity   1
LUMO level   -0.03937 Eh
HOMO level   -9.01 eV
Energy above the lowest of the compared OMol25 structures with the same formula, charge and spin   19.4 kcal/mol
Strongest force on any atom   0.0965 Eh/bohr

Positions of all 11 atoms, in Å:
C (-0.743, -1.206, 0.349)
C (-0.255, 0.813, -0.530)
N (-1.821, -0.918, -0.369)
N (-1.547, 0.390, -0.982)
N (0.122, -0.187, 0.350)
N (1.819, -0.254, 1.024)
O (0.364, 1.809, -0.893)
I (3.091, 0.277, -0.367)
H (-0.680, -1.981, 1.042)
H (-2.301, 0.935, -1.477)
H (1.950, 0.323, 1.853)